Entry from OMol25: 2 unconnected molecules or ions with the total composition C4H7O3 at a distorted geometry (wB97M-V/def2-TZVPD).

Summary:
Max |F| in eV/A: 4.30
E_LUMO (alpha / beta) in eV: -0.394 / -4.573
2S+1: 2
Relative energy (zero: lowest compared OMol25 entry of this formula, charge and spin) in kJ/mol: 57.3
HOMO level (alpha / beta) in eV: -8.4 / -8.4

Cartesian coordinates (Å):
C1 -2.6455 2.2381 0.0093
C2 -1.8052 1.1727 -0.0946
O1 -1.1097 0.7109 0.9597
H1 -3.1789 2.6181 -0.8829
H2 -2.8005 2.7334 0.9523
H3 -1.6638 0.6742 -1.0574
H4 -0.5255 -0.0690 0.5736
O2 1.6431 -1.3139 -1.8837
C3 1.3416 -1.3172 -0.6890
O3 0.1681 -1.1038 -0.1556
C4 2.4498 -1.5493 0.3616
H5 2.5309 -0.6794 1.0465
H6 2.2112 -2.3993 1.0008
H7 3.3844 -1.7154 -0.1407